Computed, not measured: one molecule with the formula C20H20N8O4 at a distorted geometry, with wB97M-V/def2-TZVPD.

Properties
E_tot	-1513.00964	a.u.
ΔE to the lowest compared entry with this formula, charge and spin	23.3	kJ/mol
structure (SMILES)	CCCOc1ccc(-c2c(C(=O)N/N=C(\C)c3ccco3)nnn2-c2nonc2N)cc1
multiplicity	1
HOMO level	-8.31	eV
E_LUMO	0.011	Eh
HOMO-LUMO gap	0.3165	Eh

Geometry as XYZ:
```
52
Properties=species:S:1:pos:R:3:forces:R:3:mulliken_charge:R:1
H 1.320174 2.293465 0.567139 0.0338 0.0883 -0.0298 0.40
H 5.921365 3.143344 -1.139520 0.1378 0.0312 0.0047 0.32
C 1.992075 -1.413468 1.384383 -0.0349 0.2547 0.1115 -0.31
N -2.779019 0.150532 2.243181 -0.6200 0.8675 0.4871 -0.22
H -5.053586 1.802807 1.746344 -0.0512 0.0105 0.0556 0.40
C -3.493525 1.270084 0.379075 -0.0993 0.0484 0.8920 0.71
C -3.033134 1.120772 -3.238695 -0.4020 0.5022 -0.0710 -0.71
O -2.012811 -1.016721 4.004010 -0.0149 -0.0843 -0.0607 -0.63
H -3.650423 2.880796 1.785081 -0.0042 0.0614 0.0539 0.39
H -0.519561 0.695548 0.579482 -0.0602 0.0377 -0.0231 0.31
C -2.731855 0.594116 -1.967648 -0.3970 0.4328 0.7099 -0.09
C 5.043905 2.588341 -1.463765 -0.2143 0.0499 0.0250 -1.20
C -3.431822 1.355804 -1.059354 0.8181 -0.9293 -0.8776 0.26
N -1.636320 -3.714468 0.688304 -0.0318 -0.9188 -0.5554 -0.82
H -1.452684 -5.533143 -0.280335 0.0554 -0.1145 -0.1568 0.25
C 2.822074 0.831454 1.085822 -0.1711 -0.2190 0.0247 0.72
C 0.697488 -0.981726 1.098096 0.2047 0.3610 0.0206 0.19
H -2.666362 0.778005 -4.184179 0.0351 -0.0178 -0.2285 0.46
N 1.246883 -5.022904 -1.978271 -0.7643 -0.7217 0.1905 -0.56
C 3.788848 3.131901 -0.792548 0.1923 -0.2362 0.2921 -0.22
C -0.420133 -1.909541 1.120570 -0.7265 -0.1795 0.3970 0.75
H 2.915956 2.600647 -1.176714 -0.0735 0.1048 -0.0022 0.29
H 4.962527 2.668464 -2.544772 0.0723 -0.0232 -0.0999 0.35
N -2.830620 0.309698 0.909935 -0.0873 0.0243 -0.8909 -0.12
H -3.209458 0.820905 2.880518 0.1698 -0.2078 -0.1194 0.28
H 3.669867 4.193395 -1.018048 -0.0900 0.0194 0.0152 0.39
N -2.305005 -3.018116 1.512833 -0.5227 0.2431 0.4071 -0.83
C 3.035198 -0.518521 1.383069 0.0744 0.1132 -0.0314 -0.78
H 4.784459 3.408558 1.103977 -0.1397 0.0048 -0.0095 0.40
N -0.664003 -5.842236 -0.831974 -0.3674 -0.5782 0.0406 -0.37
C -1.619117 -1.894520 1.817008 1.1692 -0.2984 -0.5303 0.42
O 3.927228 1.614463 1.129546 0.0305 -0.3376 0.0758 -0.48
C 0.479702 0.360987 0.815816 0.0078 -0.3298 0.0078 -0.71
H -2.090364 -0.228744 -1.732616 0.1412 -0.1965 0.1121 0.69
C 3.856703 2.967643 0.728178 -0.1784 0.4966 -0.3044 -0.69
C -2.129082 -0.909484 2.805368 0.0504 0.0278 0.1169 -0.20
N 1.430180 -3.018759 -1.015210 -0.6433 0.3998 0.5931 -0.22
C 1.528511 1.261161 0.800578 0.3027 0.3426 0.0171 -0.25
C 0.256751 -4.914745 -1.126408 0.9319 1.0942 -0.0345 0.40
H 3.013319 3.473900 1.214135 0.0971 -0.0757 0.0284 0.33
H -4.373921 2.841604 -3.691296 -0.1061 0.1326 0.0071 0.48
C 0.387243 -3.608929 -0.506111 0.8897 -1.0900 -1.4297 0.71
O -4.134445 2.310823 -1.712799 -0.2186 0.2117 0.5028 -0.41
C -3.889252 2.159749 -3.020653 0.4043 -0.4111 -0.7478 -0.48
O 1.956482 -3.867601 -1.901139 0.2065 0.1459 -0.0702 -0.16
H -4.792584 2.964800 0.437397 -0.0360 0.0487 0.0682 0.34
H -0.738744 -6.647186 -1.427113 -0.0439 -0.0075 0.0106 0.25
H 4.039657 -0.836853 1.611665 0.1241 -0.0405 0.0273 0.43
N -0.478802 -3.083115 0.422388 -0.2844 1.2256 0.9945 0.52
H 2.175922 -2.448969 1.626134 0.0352 -0.1011 0.0029 0.53
C -4.298256 2.293950 1.132122 0.1259 -0.1695 0.0115 -1.76
H 5.182374 1.542026 -1.202994 0.0730 -0.0926 -0.0304 0.27
```
Forces are in eV/Å.